{"formula": "C3H8N2O", "method": "the ωB97M-V functional and the def2-TZVPD basis", "energy_ev": -8265.21039, "gap_ev": 8.1150, "species": ["C", "C", "N", "N", "C", "O", "H", "H", "H", "H", "H", "H", "H", "H"], "xyz": [[-0.137907, -0.355148, 0.311159], [-1.329017, 0.130320, -0.239029], [0.267166, 0.087063, 1.586296], [0.297188, -1.619743, -0.132293], [0.570976, 1.081541, -0.994344], [1.007043, 2.087834, -0.417888], [1.176094, -0.302400, 1.811008], [1.224928, -1.845028, 0.211416], [0.379444, 1.104692, 1.573607], [-0.350938, -2.361120, 0.115955], [1.142718, 0.373087, -1.605912], [-1.878514, 0.910138, 0.274555], [-1.865297, -0.441342, -0.986157], [-0.503886, 1.150106, -1.508373]], "forces_ev_per_a": [[-3.0, -0.7, 0.7], [1.3, -1.3, 1.7], [0.7, 0.4, -0.3], [0.4, -0.4, 0.0], [-2.2, 3.0, -2.8], [-0.1, -1.4, 0.4], [0.0, 0.1, 0.1], [-0.2, -0.1, -0.1], [0.0, -0.2, 0.1], [0.2, 0.2, 0.0], [0.1, -0.7, 0.9], [0.3, 0.2, -0.2], [0.4, 0.2, -0.3], [2.0, 0.6, -0.2]], "lowdin_charge": [-0.58, 0.04, 0.10, 0.07, -0.30, -0.09, 0.08, 0.08, 0.08, 0.09, 0.12, 0.10, 0.09, 0.10]}


{"formula": "C3H8N2O", "method": "the ωB97M-V functional and the def2-TZVPD basis", "energy_ev": -8267.39101, "gap_ev": 10.3454, "species": ["C", "C", "N", "H", "H", "H", "H", "H", "C", "N", "O", "H", "H", "H"], "xyz": [[1.712856, 2.692992, -3.580510], [1.432223, 2.926401, -1.247102], [1.095301, 2.407578, -2.325803], [0.905788, 2.829151, -4.303596], [2.320250, 1.862765, -3.932805], [2.309036, 3.612807, -3.651775], [0.980937, 2.733782, -0.275764], [2.230258, 3.682476, -1.138118], [-1.140750, -2.485698, 2.600373], [-2.128244, -2.306248, 1.653860], [-1.072362, -3.493971, 3.254959], [-0.502677, -1.588673, 2.614970], [-1.895431, -1.695116, 0.899932], [-2.845845, -2.993788, 1.457225]], "forces_ev_per_a": [[-0.1, 0.8, -0.7], [1.1, 1.3, 0.7], [-0.7, -1.1, 0.2], [0.1, -0.2, -0.1], [0.0, -0.2, 0.2], [0.2, 0.0, 0.5], [-0.5, -0.5, -0.3], [0.1, -0.1, -0.4], [-1.4, -0.8, -1.2], [0.2, 0.3, 0.1], [0.5, 0.4, 0.7], [0.4, -0.3, 0.4], [-0.2, 0.4, -0.3], [0.5, -0.1, 0.3]], "lowdin_charge": [-0.16, -0.09, -0.10, 0.07, 0.08, 0.07, 0.06, 0.07, -0.41, 0.09, 0.02, 0.12, 0.08, 0.10]}


{"formula": "C3H8N2O2", "method": "the ωB97M-V functional and the def2-TZVPD basis", "energy_ev": -10311.09923, "gap_ev": 9.4485, "species": ["C", "C", "C", "N", "N", "O", "O", "H", "H", "H", "H", "H", "H", "H", "H"], "xyz": [[-0.822578, -0.465368, 0.509513], [2.392531, -0.884024, 1.967746], [-0.090260, 0.485125, -1.524636], [-2.231343, 1.026267, -0.833768], [-1.103145, 0.249374, -0.471450], [1.875186, -1.953505, 2.114010], [0.741451, -0.615309, -1.668562], [-1.708550, -0.723845, 1.119271], [2.899089, -0.438584, 1.013075], [-0.575465, 0.641979, -2.437662], [0.539116, 1.360440, -1.223343], [-1.976103, 1.854164, -0.280350], [-2.996448, 0.549855, -0.289193], [0.653378, -0.930030, -0.760195], [2.403141, -0.156537, 2.765543]], "forces_ev_per_a": [[0.0, -2.1, 1.3], [0.3, 0.6, -1.2], [2.0, 0.5, 0.6], [-1.5, -0.3, 2.0], [1.0, 0.7, -2.5], [0.5, 0.1, -0.5], [-0.3, 0.2, 0.2], [0.2, 0.6, 0.1], [-0.8, -1.2, 0.9], [-0.9, 0.5, -1.2], [-0.7, -0.2, -0.2], [-1.0, 0.3, -0.5], [0.5, 0.9, -0.7], [0.6, -1.2, 0.8], [0.0, 0.5, 0.8]], "lowdin_charge": [0.06, -0.18, -0.26, 0.08, -0.31, -0.01, -0.05, 0.04, 0.10, 0.10, 0.14, 0.10, 0.11, 0.02, 0.06]}


{"formula": "C3H8N2O2", "method": "the ωB97M-V functional and the def2-TZVPD basis", "energy_ev": -10313.22274, "gap_ev": 10.3210, "species": ["C", "C", "C", "N", "N", "O", "O", "H", "H", "H", "H", "H", "H", "H", "H"], "xyz": [[3.585874, 0.479333, 0.233974], [-3.666266, 0.186143, -0.446128], [2.291888, -0.238392, 0.418093], [-2.732888, 0.295342, 0.638407], [-1.625081, -0.160046, 0.612168], [-1.199368, -0.841417, -0.546844], [1.926604, -1.184493, -0.227993], [3.427510, 1.555877, 0.262003], [4.248060, 0.222167, 1.064145], [4.057454, 0.184667, -0.701717], [-3.236475, 0.613523, -1.358509], [-4.576562, 0.713747, -0.168219], [-3.882071, -0.866631, -0.649965], [-0.284729, -1.123725, -0.375376], [1.666050, 0.163902, 1.245967]], "forces_ev_per_a": [[0.2, -0.2, -0.3], [-0.1, -0.3, -0.9], [-0.1, 0.4, 0.6], [-0.6, 0.4, 0.4], [2.1, -0.4, 0.8], [-1.0, 0.1, -0.7], [-0.3, -0.1, -0.2], [0.0, 0.1, 0.0], [0.0, 0.0, 0.0], [0.0, 0.0, 0.0], [-0.1, 0.0, 0.1], [0.1, -0.1, 0.0], [0.0, 0.1, 0.0], [-0.1, 0.2, 0.3], [-0.1, -0.2, -0.2]], "lowdin_charge": [-0.05, -0.12, -0.32, -0.07, -0.07, -0.06, 0.03, 0.08, 0.09, 0.08, 0.08, 0.07, 0.08, 0.05, 0.12]}


{"formula": "C3H8N2O2", "method": "the ωB97M-V functional and the def2-TZVPD basis", "energy_ev": -10310.74405, "gap_ev": [7.8472, 7.8464], "species": ["C", "C", "N", "C", "N", "O", "O", "H", "H", "H", "H", "H", "H", "H", "H"], "xyz": [[1.114808, -0.710539, 1.122684], [-1.111933, -0.865241, -1.148597], [-0.632060, 0.081139, -0.163343], [0.856694, 0.311744, 0.101089], [1.167263, 1.686456, 0.381486], [-1.622760, 0.888497, 0.455920], [1.729890, -0.411527, -0.610259], [-2.155489, 0.268739, 0.977716], [1.667074, 2.043033, -0.425673], [0.310966, 2.217852, 0.501169], [0.724813, -1.712515, 1.024879], [1.663163, -0.469684, 2.028794], [-0.281469, -1.349294, -1.662157], [-1.726309, -1.639004, -0.680375], [-1.704653, -0.339657, -1.903332]], "forces_ev_per_a": [[1.9, 0.5, -1.0], [-0.2, 0.9, 0.1], [0.5, -0.3, -1.7], [-3.3, -0.3, 2.0], [0.1, -0.4, -0.3], [0.7, -0.2, -0.5], [-0.3, -0.3, 1.8], [0.3, 0.1, 0.1], [0.0, 0.1, 0.1], [0.1, -0.1, 0.0], [-0.3, 0.2, -0.2], [0.8, -0.1, -0.4], [0.1, 0.2, 0.2], [-0.2, -0.1, 0.0], [-0.1, -0.2, -0.1]], "lowdin_charge": [0.23, -0.08, -0.22, -0.75, 0.13, -0.02, 0.02, 0.10, 0.09, 0.07, 0.10, 0.10, 0.08, 0.07, 0.08]}


{"formula": "C3H8N2O2", "method": "the ωB97M-V functional and the def2-TZVPD basis", "energy_ev": -10314.28064, "gap_ev": 8.7268, "species": ["O", "C", "O", "H", "C", "C", "N", "N", "H", "H", "H", "H", "H", "H", "H"], "xyz": [[-0.946522, -1.359677, -1.950953], [-2.034860, -1.414641, -1.173011], [-2.154515, -0.937353, -0.050247], [-2.879165, -1.980663, -1.569769], [0.935937, 0.913591, 0.050021], [0.617454, 0.216022, 1.134835], [0.761752, 0.645144, 2.458661], [1.054273, 0.394317, -1.285800], [1.286839, 1.937505, 0.129544], [-0.011864, -0.662560, 1.000701], [0.069930, 0.386728, 3.149863], [1.016259, 1.618557, 2.569714], [1.847912, -0.213387, -1.403663], [1.103686, 1.180889, -1.909270], [-0.667116, -0.724471, -1.150625]], "forces_ev_per_a": [[-1.4, 1.9, 4.0], [-2.3, -1.6, 0.2], [0.9, -0.1, -1.4], [0.0, -0.1, -0.5], [1.2, 0.5, -0.1], [-1.5, 0.0, 0.1], [0.2, 0.4, 0.0], [-0.8, 0.2, 0.9], [0.1, 0.1, 0.4], [0.7, -0.3, 0.2], [-0.1, -0.2, -0.5], [0.1, -0.1, -0.1], [0.2, 0.0, -0.1], [0.1, -0.2, -0.4], [2.5, -0.4, -2.8]], "lowdin_charge": [0.05, -0.41, 0.03, 0.13, -0.22, -0.23, 0.03, 0.00, 0.09, 0.09, 0.08, 0.08, 0.08, 0.08, 0.11]}